Entry 1:
Entry from the OMol25 dataset: a gas-phase ion, C3H9N2O2 (charge +1) in a non-equilibrium geometry (the ωB97M-V functional and the def2-TZVPD basis).

Properties
- Gap between HOMO and LUMO: 10.733 eV
- HOMO level: -0.5416 hartree
- SMILES string: CC(=[NH2+])N(O)CO
- Net charge: +1
- Maximum force: 5.05 eV Å⁻¹

Last column: Löwdin charge in e.
Atoms and positions in Å:
C1 0.65 0.50 0.04  -0.29
O1 -0.71 0.39 2.13  0.06
H1 -0.13 -1.73 0.15  0.16
H2 -1.79 -1.50 0.86  0.13
H3 2.48 1.19 0.66  0.12
H4 -0.52 0.61 -1.66  0.10
H5 -0.84 -0.48 2.42  0.08
N1 -0.50 0.26 0.71  -0.05
H6 -1.22 -0.92 -1.84  0.10
C2 0.57 0.73 -1.46  0.08
N2 1.63 0.77 0.86  0.24
H7 0.85 1.63 -1.80  0.07
O2 -1.72 -0.97 -1.04  0.06
H8 1.25 0.63 1.89  0.19
H9 1.11 0.07 -2.01  0.08
C3 -1.12 -1.19 0.10  -0.14



Entry 2:
Entry from the OMol25 dataset: a molecular structure, C21H27F4InN2 (the ωB97M-V functional and the def2-TZVPD basis).

Properties
- Gap between HOMO and LUMO: 7.954 eV
- HOMO level: -0.5170 hartree
- Net charge: +2
- Maximum force: 0.16 eV Å⁻¹

Last column: Löwdin charge in e.
Atoms and positions in Å:
C1 -0.70 3.82 2.79  -0.07
H1 -0.15 -8.04 -6.27  0.10
C2 -0.32 5.97 1.79  -0.07
H2 2.93 -6.49 -2.37  0.08
C3 3.13 -6.72 -3.42  -0.05
H3 2.92 -4.67 -4.11  0.14
C4 0.19 4.83 2.42  -0.32
H4 0.55 -5.65 -6.22  0.14
H5 -2.32 0.36 -0.94  0.09
N1 1.05 -5.61 -4.21  -0.11
H6 -2.61 2.29 3.84  0.09
F1 -0.54 -0.71 4.92  0.13
C5 0.48 -7.68 -5.46  -0.05
H7 2.00 5.60 3.27  0.10
H8 1.51 -7.92 -5.72  0.08
F2 3.09 1.44 2.85  0.12
In1 -0.89 3.74 -0.13  1.05
F3 -2.00 -0.42 2.70  0.11
H9 2.75 -7.72 -3.64  0.08
F4 1.61 1.79 0.63  0.07
H10 -1.60 8.23 1.15  0.09
H11 0.20 -8.21 -4.55  0.09
C6 1.85 0.97 2.82  -0.22
H12 -0.79 -5.96 -5.11  0.13
C7 0.02 -0.12 3.87  -0.20
C8 -2.08 3.94 2.56  -0.32
C9 0.50 -5.09 -3.19  0.19
H13 1.90 0.22 4.83  0.15
H14 -3.24 7.57 1.21  0.09
H15 -0.57 -5.08 -3.10  0.13
C10 0.25 -6.19 -5.32  -0.15
C11 1.66 4.72 2.73  -0.02
C12 -1.72 0.08 -0.07  0.04
H16 -0.33 2.95 3.33  0.12
C13 -2.55 5.09 1.93  -0.07
C14 1.32 0.34 3.93  0.11
C15 1.09 1.13 1.68  -0.18
H17 2.25 4.65 1.81  0.10
C16 -2.21 7.37 0.90  -0.02
N2 -0.95 0.95 0.43  -0.02
H18 -3.61 5.21 1.76  0.14
H19 1.87 3.84 3.33  0.08
H20 4.21 -6.73 -3.55  0.10
H21 -3.98 3.27 3.31  0.10
H22 2.75 -5.88 -5.38  0.13
C17 2.54 -5.67 -4.33  -0.16
C18 -0.21 0.65 1.59  -0.17
H23 -2.21 7.28 -0.19  0.09
H24 0.36 6.77 1.52  0.14
H25 -3.23 2.15 2.19  0.08
C19 -1.68 6.12 1.55  -0.33
C20 -3.02 2.85 3.00  -0.02
H26 -1.85 -0.93 0.31  0.10
C21 -0.74 0.02 2.72  -0.16
H27 1.12 -4.69 -2.40  0.13



Entry 3:
Entry from the OMol25 dataset: a molecular structure, C23H10Br4F3InNO4 in a non-equilibrium geometry (the ωB97M-V functional and the def2-TZVPD basis).

Properties
- Gap between HOMO and LUMO: 6.106 eV
- HOMO level: -0.1609 hartree
- Net charge: -1
- Maximum force: 3.08 eV Å⁻¹

Last column: Löwdin charge in e.
Atoms and positions in Å:
C1 -0.04 -2.48 0.30  -0.20
O1 1.71 1.57 -1.61  -0.16
C2 0.20 -2.38 3.07  -0.15
C3 -1.99 1.79 -3.51  -0.52
Br1 4.43 2.77 -1.71  0.75
F1 -3.00 0.74 -1.62  0.09
C4 -0.07 0.20 4.26  -0.06
C5 -0.91 -2.79 -3.91  -0.09
H1 -0.80 -4.90 -3.65  0.10
C6 1.91 4.80 1.01  -0.79
C7 -0.55 -1.46 -1.91  -0.15
C8 -0.67 -3.94 -3.18  -0.08
H2 -0.15 1.24 4.62  0.11
C9 2.97 3.35 -0.67  -0.68
H3 -1.09 -0.66 -3.82  0.09
N1 -0.29 -1.30 0.87  0.15
H4 0.74 -4.52 0.42  0.11
H5 -1.20 -2.92 -4.96  0.11
C10 0.47 -2.18 4.45  -0.04
O2 -0.75 1.63 -3.08  -0.08
Br2 -0.70 4.22 2.15  0.76
H6 0.78 -4.50 2.93  0.10
In1 -0.24 0.61 -1.31  1.09
O3 -2.33 1.75 -4.67  0.11
C11 0.32 -0.90 5.02  -0.08
F2 -2.84 2.87 -1.50  0.14
C12 3.00 4.45 0.15  -0.75
F3 -4.32 2.00 -2.79  0.14
C13 -0.31 -0.01 2.91  -0.01
Br3 4.39 5.69 -0.21  0.66
C14 -0.39 -3.83 -1.81  -0.04
C15 1.81 2.51 -0.72  -0.42
Br4 1.84 6.43 1.91  0.69
C16 0.74 2.82 0.20  -0.40
C17 -0.36 -2.60 -1.16  -0.20
C18 0.37 -3.67 1.02  -0.01
C19 0.81 3.96 1.07  -0.66
C20 -0.92 -1.57 -3.25  -0.10
H7 -0.61 0.81 2.27  0.09
C21 -3.03 1.88 -2.40  -0.49
H8 0.65 -3.10 4.98  0.10
H9 0.55 -0.77 6.07  0.09
H10 -0.27 -4.71 -1.22  0.08
O4 -0.23 1.95 0.31  -0.21
C22 0.53 -3.61 2.39  -0.01
C23 -0.17 -1.24 2.27  -0.17



Entry 4:
Entry from the OMol25 dataset: a single C16H19N3O4 molecule in a non-equilibrium geometry (the ωB97M-V functional and the def2-TZVPD basis).

Properties
- Gap between HOMO and LUMO: 7.757 eV
- HOMO level: -0.3150 hartree
- SMILES string: CC1(C)Oc2cc3nonc3cc2[C@H](N2CCCCC2=O)[C@H]1O
- Net charge: 0
- Maximum force: 3.75 eV Å⁻¹

Last column: Löwdin charge in e.
Atoms and positions in Å:
H1 1.59 -2.43 -3.34  0.08
C1 -1.22 -0.48 -2.01  -0.19
C2 1.13 -0.45 -2.49  -0.46
H2 2.48 -2.09 -1.87  0.10
H3 -0.41 2.91 3.01  0.15
H4 1.91 1.27 4.18  0.11
C3 0.60 2.42 2.89  -0.09
H5 -0.85 0.19 3.85  0.11
C4 -3.40 -0.90 -0.30  -0.30
H6 0.90 1.38 -1.44  0.14
N1 0.44 0.42 1.33  0.02
C5 -3.58 -0.88 -1.66  -0.28
C6 0.22 0.10 3.81  -0.18
C7 -2.50 -0.64 -2.55  0.10
C8 1.98 0.23 -3.56  -0.01
H7 2.74 1.28 -0.12  0.12
C9 0.53 1.81 1.52  -0.42
H8 3.04 0.21 -3.35  0.09
H9 0.53 -0.57 4.60  0.12
O1 -5.47 -1.36 -0.70  -0.07
O2 0.55 2.60 0.59  0.06
C10 1.27 0.39 -1.18  -0.24
H10 1.69 1.28 -3.72  0.10
C11 -2.14 -0.61 0.24  0.09
O3 -0.22 -0.37 -2.93  0.02
H11 1.35 3.18 2.94  0.12
N2 -4.84 -1.11 -1.97  0.17
C12 -1.03 -0.42 -0.62  -0.04
N3 -4.50 -1.18 0.32  0.16
H12 1.89 -0.27 -4.54  0.09
H13 0.78 -2.53 -1.83  0.08
H14 1.73 -0.73 2.51  0.12
H15 0.73 -1.24 0.07  0.14
C13 0.69 -0.49 2.47  -0.14
O4 2.65 0.50 -0.74  -0.02
C14 0.38 -0.21 -0.05  -0.12
C15 0.86 1.44 4.03  -0.21
H16 0.50 1.90 4.94  0.11
H17 -2.63 -0.62 -3.63  0.13
H18 0.16 -1.44 2.34  0.12
H19 -2.05 -0.54 1.33  0.12
C16 1.52 -1.96 -2.37  0.02



Entry 5:
Entry from the OMol25 dataset: a molecular structure, C37H37F3HfO2P2 in a non-equilibrium geometry (the ωB97M-V functional and the def2-TZVPD basis).

Properties
- Gap between HOMO and LUMO (spin up / spin down): 1.853 / 1.855 eV
- HOMO level (spin up / spin down): -0.4027 / -0.4028 hartree
- Net charge: +2
- Maximum force: 4.18 eV Å⁻¹

Last column: Löwdin charge in e.
Atoms and positions in Å:
C1 -4.76 4.64 -3.58  -0.07
H1 5.32 0.80 0.34  0.12
H2 4.02 2.65 -0.72  0.11
C2 3.23 6.57 -0.78  -0.07
H3 0.35 -4.09 -1.04  0.15
C3 3.99 6.62 -1.95  -0.06
H4 2.55 -2.88 2.43  0.13
C4 0.78 2.33 -2.67  -0.31
H5 -4.57 2.72 -2.61  0.10
H6 -2.30 6.99 -3.80  0.11
H7 -5.78 4.44 -3.91  0.11
C5 1.80 -3.78 0.53  -0.16
H8 0.00 -0.38 2.74  0.01
H9 2.35 -6.69 1.68  0.16
C6 -0.75 -3.98 0.82  -0.22
C7 3.56 -0.31 0.93  -0.08
P1 1.09 3.05 -1.05  1.00
C8 1.54 -6.22 2.28  -0.14
F1 -1.32 -6.07 6.57  0.18
C9 3.01 4.52 -2.65  -0.10
C10 2.11 1.76 -0.26  -0.36
C11 -0.28 -4.45 5.14  -0.42
H10 1.75 5.48 0.36  0.10
H11 2.45 -2.98 0.13  0.12
C12 1.93 -4.89 2.82  -0.07
H12 -4.66 6.58 -4.51  0.11
H13 0.33 0.64 0.32  0.09
C13 -2.73 0.13 -2.47  -0.09
H14 4.12 -1.10 1.42  0.10
C14 3.88 5.59 -2.89  -0.07
H15 -5.38 -1.69 -1.34  0.11
F2 0.70 -6.54 5.85  0.15
C15 1.93 -3.71 2.05  -0.26
H16 3.32 7.37 -0.04  0.11
C16 -0.13 -5.53 6.26  -0.48
C17 -2.75 1.17 -1.52  -0.41
C18 1.43 0.67 0.33  -0.10
H17 -0.33 -7.19 1.85  0.14
C19 2.25 4.45 -1.47  -0.37
H18 1.63 -1.20 1.36  0.04
C20 -3.68 -0.88 -2.41  -0.08
C21 -2.75 3.90 -2.41  -0.34
H19 -1.72 -3.52 0.56  0.14
H20 0.44 -6.53 0.42  0.14
C22 3.51 1.80 -0.26  -0.05
F3 0.41 -5.00 7.38  0.19
O1 -1.29 -4.45 4.34  -0.03
H21 -5.36 0.09 0.41  0.11
O2 0.67 -3.61 4.95  -0.03
H22 -2.00 0.15 -3.28  0.10
C23 -4.63 -0.90 -1.38  -0.08
H23 -1.09 5.28 -2.49  0.10
C24 -0.76 -5.14 1.61  -0.17
H24 2.92 3.73 -3.41  0.09
C25 0.21 -6.30 1.47  -0.13
H25 -3.68 1.92 0.29  0.11
H26 -0.82 -0.96 4.19  0.04
H27 1.60 1.96 -3.30  0.09
H28 -0.95 2.22 -4.01  0.10
C26 -3.68 1.12 -0.46  -0.12
H29 -1.67 -0.99 2.61  0.03
H30 1.44 -6.91 3.14  0.13
C27 -4.08 3.67 -2.83  -0.08
Hf1 -0.11 -3.22 2.91  1.78
C28 -0.55 2.31 -2.99  -0.31
C29 2.36 5.51 -0.55  -0.10
H31 2.26 -4.69 0.12  0.14
C30 0.40 -3.56 -0.07  -0.17
C31 -0.69 -1.16 3.11  -0.22
C32 -4.13 5.83 -3.92  -0.07
C33 -4.62 0.09 -0.40  -0.08
C34 2.16 -0.35 0.91  -0.13
H32 4.67 7.45 -2.13  0.11
H33 -3.70 -1.66 -3.18  0.11
P2 -1.65 2.62 -1.58  1.01
C35 4.24 0.77 0.34  -0.05
C36 -2.81 6.07 -3.52  -0.07
H34 4.48 5.62 -3.80  0.11
H35 -1.72 -5.46 2.03  0.14
H36 2.54 -4.92 3.72  0.15
H37 0.28 -2.49 -0.35  0.12
C37 -2.13 5.11 -2.76  -0.11



Entry 6:
Entry from the OMol25 dataset: a gas-phase ion, C5H13NP (charge +1) in a non-equilibrium geometry (the ωB97M-V functional and the def2-TZVPD basis).

Properties
- Gap between HOMO and LUMO: 9.388 eV
- HOMO level: -0.4792 hartree
- SMILES string: C/C=P/[C@@H](C)[NH2+]C
- Net charge: +1
- Maximum force: 3.70 eV Å⁻¹

Last column: Löwdin charge in e.
Atoms and positions in Å:
H1 -0.41 -0.08 -1.15  0.12
N1 -1.45 0.95 0.39  -0.08
C1 -0.56 -1.31 0.60  -0.08
H2 4.05 -0.74 0.66  0.10
H3 4.22 1.01 0.12  0.11
C2 2.27 -0.01 -0.30  -0.51
H4 -1.57 0.79 1.42  0.17
C3 -2.86 0.80 -0.13  0.01
H5 -2.88 1.07 -1.22  0.12
H6 4.19 -0.48 -1.10  0.07
H7 -3.26 -0.12 0.16  0.07
H8 -1.22 1.93 0.43  0.12
H9 1.93 -0.81 -1.02  0.09
P1 1.22 1.02 0.46  1.01
H10 -1.36 -1.82 0.06  0.09
H11 -0.54 -1.12 1.70  0.10
H12 0.42 -1.83 0.46  0.08
C4 3.78 -0.03 -0.19  -0.18
H13 -3.53 1.58 0.43  0.15
C5 -0.39 0.05 -0.08  -0.56